(1)
This record from the OMol25 dataset describes a structure of composition C50H53As2F6N5O8PSW. The level of theory is ωB97M-V/def2-TZVPD.

Geometry (Å):
W 0.24 0.20 -0.56
C -4.03 1.01 -1.23
O -4.09 1.59 0.07
C -3.14 2.50 0.42
C -3.59 3.76 0.82
C -2.71 4.75 1.24
C -1.36 4.49 1.31
C -0.87 3.24 0.91
C 0.49 2.90 1.09
N 1.00 1.79 0.65
N 2.17 1.38 1.25
C 2.14 0.10 1.46
O 1.03 -0.57 1.01
C 3.25 -0.57 2.10
C 4.28 0.20 2.66
C 5.37 -0.42 3.23
C 5.46 -1.81 3.24
C 4.44 -2.58 2.70
C 3.34 -1.97 2.13
C -1.77 2.24 0.45
O -1.25 1.07 0.01
H -4.96 0.46 -1.35
H -3.19 0.32 -1.34
H -3.98 1.78 -2.00
H -4.65 3.96 0.75
H -3.09 5.73 1.51
H -0.66 5.25 1.64
H 1.12 3.52 1.74
H 4.19 1.28 2.68
H 6.16 0.18 3.66
H 6.32 -2.29 3.69
H 4.50 -3.66 2.73
H 2.54 -2.56 1.71
C 10.58 -0.35 -3.87
C 9.15 -0.78 -4.11
S 8.16 -0.22 -2.70
O 8.78 -0.60 -1.46
O 7.75 1.15 -2.87
C 6.55 -1.14 -2.73
C 5.97 -0.71 -1.38
N 4.52 -0.92 -1.25
C 3.61 0.05 -1.25
N 2.37 -0.47 -1.10
C 2.52 -1.83 -1.00
C 3.84 -2.12 -1.10
N 4.40 -3.45 -1.00
O 5.59 -3.58 -1.08
O 3.57 -4.32 -0.81
C 3.93 1.49 -1.34
H 11.21 -0.71 -4.68
H 10.97 -0.75 -2.94
H 10.67 0.74 -3.85
H 9.04 -1.86 -4.12
H 8.70 -0.32 -4.98
H 6.74 -2.21 -2.79
H 5.98 -0.78 -3.57
H 6.15 0.35 -1.26
H 6.47 -1.24 -0.58
H 1.72 -2.53 -0.85
H 4.44 1.82 -0.43
H 3.04 2.09 -1.45
H 4.61 1.70 -2.18
F 0.97 1.37 -2.06
As -0.50 2.38 -3.32
F 0.11 1.25 -4.41
F 0.64 3.55 -3.67
F -1.27 0.87 -2.53
F -0.80 3.09 -1.79
F -1.91 2.85 -4.07
C -2.91 -1.93 0.96
C -2.75 -2.02 2.48
As -4.46 -2.51 3.43
C -5.76 -1.12 3.25
C -5.41 0.21 3.02
C -6.40 1.17 2.95
C -7.73 0.82 3.16
C -8.08 -0.50 3.44
C -7.09 -1.46 3.52
C -5.09 -4.01 2.37
C -4.50 -5.26 2.57
C -4.94 -6.36 1.84
C -5.99 -6.21 0.94
C -6.58 -4.97 0.74
C -6.15 -3.87 1.47
P -1.35 -1.96 -0.13
C -2.14 -2.74 -1.58
C -2.46 -2.02 -2.74
C -3.12 -2.63 -3.79
C -3.49 -3.96 -3.71
C -3.21 -4.68 -2.55
C -2.56 -4.07 -1.49
C -0.33 -3.27 0.63
C 0.10 -4.39 -0.09
C 0.79 -5.41 0.54
C 1.06 -5.33 1.90
C 0.69 -4.20 2.62
C 0.03 -3.16 1.98
H -3.50 -1.05 0.69
H -3.44 -2.81 0.60
H -2.35 -1.11 2.93
H -2.11 -2.85 2.75
H -4.37 0.49 2.89
H -6.13 2.20 2.76
H -8.50 1.58 3.14
H -9.11 -0.76 3.63
H -7.35 -2.48 3.80
H -3.73 -5.38 3.32
H -4.50 -7.33 2.02
H -6.36 -7.08 0.41
H -7.40 -4.86 0.04
H -6.63 -2.91 1.32
H -2.27 -0.95 -2.81
H -3.36 -2.06 -4.68
H -4.00 -4.44 -4.54
H -3.51 -5.71 -2.47
H -2.38 -4.64 -0.58
H -0.11 -4.48 -1.15
H 1.13 -6.26 -0.03
H 1.56 -6.15 2.40
H 0.94 -4.11 3.67
H -0.17 -2.25 2.53
C 1.27 -1.24 -3.67
O 0.28 -1.12 -2.60
H 1.75 -2.22 -3.60
H 2.00 -0.45 -3.55
H 0.78 -1.14 -4.63
H -0.50 -1.59 -2.92

Output
**Orbital gap**: 4.219 eV
**E_tot**: -236432.3857 eV
**2S+1**: 2
**Highest occupied orbital energy**: -17.35 eV
**Charge**: +4
**Lowest unoccupied orbital energy**: -13.14 eV
**Largest force on an atom**: 3.0 eV Å⁻¹
**⟨S²⟩**: 0.76

(2)
This record from the OMol25 dataset describes a structure of composition C50H53AsBrN5O2P2S3Ti. The level of theory is ωB97M-V/def2-TZVPD.

Geometry (Å):
Ti -1.40 0.35 0.08
S -0.33 2.53 -0.78
C 1.24 2.56 -0.18
N 1.90 3.66 0.09
C 3.28 3.59 0.59
C 4.00 2.48 -0.12
N 3.25 1.24 0.05
C 4.06 0.02 0.27
C 4.67 0.02 1.64
C 6.05 -0.12 1.79
C 6.62 -0.13 3.05
C 5.82 0.00 4.18
C 4.45 0.14 4.04
C 3.87 0.14 2.78
C 1.94 1.25 0.07
S 1.04 -0.14 0.36
C 1.28 5.00 0.10
C 1.31 5.57 1.50
C 0.60 4.92 2.51
C 0.63 5.42 3.80
C 1.37 6.56 4.09
C 2.08 7.21 3.08
C 2.05 6.71 1.79
H 3.27 3.44 1.67
H 3.75 4.55 0.39
H 4.99 2.34 0.33
H 4.11 2.69 -1.18
H 4.84 0.03 -0.50
H 3.42 -0.84 0.09
H 6.67 -0.21 0.91
H 7.69 -0.23 3.16
H 6.27 0.00 5.16
H 3.82 0.24 4.92
H 2.80 0.24 2.68
H 0.26 4.90 -0.26
H 1.83 5.63 -0.60
H 0.01 4.04 2.28
H 0.07 4.93 4.58
H 1.39 6.95 5.10
H 2.65 8.10 3.31
H 2.59 7.21 1.00
N -0.48 -1.89 -2.23
P -0.53 -0.23 -2.46
C -1.49 0.00 -3.99
C -0.90 0.36 -5.21
C -1.68 0.44 -6.36
C -3.03 0.16 -6.31
C -3.62 -0.22 -5.11
C -2.85 -0.29 -3.96
C 1.16 0.27 -2.92
C 1.43 1.55 -3.39
C 2.72 1.92 -3.73
C 3.76 1.00 -3.60
C 3.50 -0.28 -3.14
C 2.20 -0.64 -2.80
P -0.84 -2.40 -0.65
C 0.66 -3.24 -0.04
C 1.44 -3.97 -0.94
C 2.59 -4.61 -0.51
C 2.97 -4.53 0.83
C 2.19 -3.82 1.73
C 1.04 -3.18 1.29
C -1.94 -3.81 -0.98
C -1.99 -4.88 -0.09
C -2.80 -5.97 -0.35
C -3.57 -6.00 -1.51
C -3.52 -4.94 -2.40
C -2.72 -3.85 -2.13
H -0.32 -2.54 -3.00
H 0.16 0.55 -5.28
H -1.21 0.72 -7.29
H -3.63 0.22 -7.21
H -4.67 -0.46 -5.07
H -3.30 -0.60 -3.02
H 0.63 2.27 -3.51
H 2.92 2.91 -4.11
H 4.77 1.28 -3.89
H 4.30 -1.00 -3.05
H 2.01 -1.64 -2.42
H 1.14 -4.07 -1.98
H 3.18 -5.19 -1.21
H 3.86 -5.04 1.17
H 2.48 -3.76 2.77
H 0.44 -2.62 2.00
H -1.39 -4.86 0.81
H -2.83 -6.80 0.34
H -4.19 -6.86 -1.71
H -4.11 -4.97 -3.31
H -2.70 -3.02 -2.83
Br -3.17 2.14 0.16
C -5.74 1.08 -2.02
As -5.36 -0.13 -0.58
C -6.04 0.58 1.08
C -6.44 -1.68 -0.94
S -3.40 -1.03 -0.48
H -6.80 1.30 -1.99
H -5.49 0.58 -2.96
H -5.15 1.98 -1.91
H -7.06 0.23 1.20
H -6.00 1.66 1.05
H -5.41 0.21 1.89
H -7.48 -1.39 -1.03
H -6.31 -2.40 -0.13
H -6.10 -2.14 -1.87
C -2.45 -2.82 4.68
N -2.04 -1.60 3.99
C -1.71 -0.48 4.67
C -1.26 0.65 4.07
C -1.18 0.61 2.65
O -0.82 1.53 1.87
N -1.53 -0.51 1.98
C -1.91 -1.68 2.60
O -2.10 -2.72 2.01
H -2.77 -2.56 5.69
H -1.63 -3.54 4.73
H -3.27 -3.29 4.15
H -1.82 -0.55 5.75
H -1.01 1.54 4.63

Output
**Orbital gap**: 7.144 eV
**E_tot**: -269330.2449 eV
**Highest occupied orbital energy**: -12.90 eV
**Energy above the lowest of the compared OMol25 structures with the same formula, charge and spin**: 0.190 eV
**Charge**: +2
**Lowest unoccupied orbital energy**: -5.75 eV
**Largest force on an atom**: 0.1 eV Å⁻¹

Q: Which of these has the highest orbital gap?
A: C50H53AsBrN5O2P2S3Ti

Q: The highest orbital gap belongs to which entry?
A: C50H53AsBrN5O2P2S3Ti

Q: Among the records above, which one has the lowest highest occupied orbital energy?
A: C50H53As2F6N5O8PSW